Computed, not measured: a cluster of 2 separate species, C4H12NS in total in a non-equilibrium geometry, with ωB97M-V with the def2-TZVPD basis set.

Positions of all 18 atoms, in Å:
C (1.516, 0.557, -0.172)
C (-3.024, 0.944, -0.405)
C (1.027, -1.400, 1.385)
H (-3.988, 0.512, -0.156)
H (2.578, 0.789, -0.182)
H (-1.163, 0.513, -0.950)
H (1.274, 2.390, -1.678)
H (0.388, -1.258, -0.645)
H (0.103, -0.925, 1.747)
H (0.923, -2.483, 1.439)
H (-2.952, 1.949, -0.815)
H (-1.787, -0.475, 0.371)
H (1.071, 1.098, 0.669)
H (1.832, -1.097, 2.058)
N (-1.957, 0.245, -0.328)
S (0.822, 1.131, -1.777)
H (2.073, -1.536, -0.503)
C (1.266, -0.954, -0.058)

Values from the calculation:
- Charge: +1
- LUMO level: -0.210 Ha
- Highest occupied orbital energy: -13.27 eV
- Strongest force on any atom: 0.02134 hartree/bohr
- E: -16660.1100 eV

Computed, not measured: a cluster of 2 separate species, C4H12NS in total, with ωB97M-V with the def2-TZVPD basis set.

Positions of all 18 atoms, in Å:
H (-1.249, 0.491, 1.365)
H (0.162, 1.002, -2.857)
H (1.649, -1.942, -1.424)
C (1.308, -2.082, -0.406)
H (-0.663, 3.176, -0.559)
H (-1.942, -1.031, 0.780)
H (0.256, -0.408, -0.502)
H (-1.769, -0.738, 2.513)
C (-1.307, -0.582, 1.541)
H (0.994, 2.680, -0.910)
H (1.549, -2.976, 0.157)
S (-0.665, 1.183, -1.817)
N (0.597, -1.175, 0.122)
H (0.001, 3.479, -2.160)
H (0.798, -0.523, 2.066)
H (0.182, -2.176, 1.900)
C (0.103, -1.160, 1.520)
C (-0.003, 2.782, -1.330)

Values from the calculation:
- Charge: +1
- LUMO level: -0.169 Ha
- Highest occupied orbital energy: -13.25 eV
- Strongest force on any atom: 0.01081 hartree/bohr
- E: -16660.8837 eV

Computed, not measured: a cluster of 2 separate species, C4H12NS in total in a non-equilibrium geometry, with ωB97M-V with the def2-TZVPD basis set.

Positions of all 18 atoms, in Å:
C (-0.490, -1.015, 2.023)
H (1.897, 1.139, -2.242)
N (-0.562, 1.174, -1.197)
H (-0.333, 0.702, -0.272)
C (1.212, 0.518, -2.742)
S (0.977, -0.154, 1.407)
C (-0.039, 0.356, -2.286)
H (-1.563, 1.278, -1.248)
H (1.150, -0.942, 0.339)
H (1.511, 0.034, -3.695)
H (-0.334, -2.098, 2.054)
H (-1.989, 0.358, 1.158)
H (-0.841, -0.299, -2.753)
H (-2.579, -1.321, 1.533)
H (-1.531, -0.967, 0.114)
C (-1.738, -0.698, 1.174)
H (-0.079, 2.044, -1.194)
H (-0.675, -0.655, 3.055)

Values from the calculation:
- Charge: +1
- LUMO level: -0.125 Ha
- Highest occupied orbital energy: -13.38 eV
- Strongest force on any atom: 0.05068 hartree/bohr
- E: -16660.3260 eV

Computed, not measured: the ion C4H12NS with charge +1 in a non-equilibrium geometry, with ωB97M-V with the def2-TZVPD basis set.

Positions of all 18 atoms, in Å:
H (-0.154, -1.118, 2.433)
C (-0.570, 1.570, -0.785)
H (-1.298, 0.708, 1.020)
H (1.974, -0.013, -0.635)
H (0.317, 1.420, 1.206)
H (0.271, 1.639, -1.471)
H (1.385, -1.239, 1.990)
H (0.346, -2.517, 1.310)
N (1.229, -0.716, -0.673)
H (1.742, -1.597, -0.607)
C (0.139, -0.594, 0.351)
H (-2.675, 1.599, -1.867)
H (-0.744, -1.038, -0.121)
H (0.843, -0.620, -1.625)
C (-0.337, 0.866, 0.527)
S (-1.791, 0.584, -1.903)
C (0.390, -1.461, 1.553)
H (-1.065, 2.527, -0.703)

Values from the calculation:
- Charge: +1
- LUMO level: -0.135 Ha
- Highest occupied orbital energy: -13.04 eV
- Strongest force on any atom: 0.05182 hartree/bohr
- E: -16660.9727 eV
- Structure (SMILES): C[C@H]([NH3+])CCS

Computed, not measured: a cluster of 2 separate species, C4H12NS2 in total, with ωB97M-V with the def2-TZVPD basis set.

Positions of all 19 atoms, in Å:
H (2.415, 0.432, 1.698)
H (3.249, 0.100, 0.185)
H (-2.563, 0.617, 1.315)
C (-2.069, 1.434, 0.802)
H (-2.790, 2.143, 0.413)
H (0.624, -1.139, 1.222)
C (2.270, 0.170, 0.650)
H (2.113, -1.975, 0.840)
C (-1.464, 1.172, -1.535)
S (-0.287, -3.026, -1.049)
H (-0.621, 0.141, -0.110)
H (-2.189, 1.934, -1.786)
H (-1.377, 1.958, 1.455)
H (1.757, 0.996, 0.148)
C (1.486, -1.132, 0.554)
S (0.943, -1.382, -1.168)
N (-1.320, 0.864, -0.317)
H (-0.852, 0.656, -2.265)
H (0.675, -3.963, -1.051)

Values from the calculation:
- Charge: +1
- LUMO level: -0.174 Ha
- Highest occupied orbital energy: -12.80 eV
- Strongest force on any atom: 0.00508 hartree/bohr
- E: -27496.1608 eV

Computed, not measured: a cluster of 2 separate species, C4H12O in total in a non-equilibrium geometry, with ωB97M-V with the def2-TZVPD basis set.

Positions of all 17 atoms, in Å:
H (0.220, -1.819, 1.723)
H (-1.302, 3.085, -0.266)
H (-1.022, -2.855, -0.360)
H (-0.342, 2.240, -1.229)
C (-0.096, -2.361, -0.149)
C (-0.513, 2.313, -0.155)
H (0.486, -3.296, -0.125)
H (1.097, -1.914, -2.040)
H (0.759, -0.496, -1.133)
H (1.286, 2.246, 1.071)
O (-0.429, -1.645, 1.029)
H (1.205, 3.630, 0.033)
H (-0.550, -1.244, -1.777)
H (0.119, 3.518, 1.477)
H (-1.079, 1.564, 0.387)
C (0.598, 2.984, 0.662)
C (0.406, -1.517, -1.310)

Values from the calculation:
- Charge: 0
- LUMO level: 0.034 Ha
- Highest occupied orbital energy: -10.53 eV
- Strongest force on any atom: 0.05361 hartree/bohr
- E: -6388.6296 eV
- Structure (SMILES): CCO.CC